Computed, not measured: C11H17AuClINO2PS as an isolated structure at a distorted geometry, with wB97M-V/def2-TZVPD.

Summary:
HOMO-LUMO gap (spin up / spin down) in Eh: 0.26097 / 0.14708
Charge: +2
Expectation value of S²: 2.03
Multiplicity: 3
HOMO level (spin up / spin down) in eV: -14.216 / -14.130
Energy above the lowest of the compared OMol25 structures with the same formula, charge and spin in kcal/mol: 1.51

Positions of all 36 atoms, in Å:
C1 -4.7278 -1.8165 -3.7803
C2 -3.5243 -0.9383 -3.5858
H1 -5.2021 -1.5751 -4.7422
H2 -5.4471 -1.6560 -2.9677
H3 -4.4269 -2.8702 -3.7771
O1 -3.0691 -0.0655 -4.2605
I1 -2.5390 -1.5292 -1.6210
Au1 -0.5123 -0.1449 -0.6597
P1 -1.4202 1.3490 1.0168
C3 -0.6785 3.0129 1.0351
C4 -3.1608 1.6056 0.5973
H4 -1.7486 -0.2047 2.8452
H5 -2.1130 1.4882 3.3271
H6 -0.4166 0.9335 3.1746
C5 -1.4288 0.8392 2.7632
H7 -3.6959 0.6509 0.6639
H8 -3.5951 2.3328 1.2962
H9 -1.3295 3.7057 1.5914
H10 -0.5511 3.3769 0.0057
H11 -3.2265 1.9843 -0.4302
H12 0.3071 2.9664 1.5223
C6 1.0396 0.9849 -0.9472
O2 2.0718 1.5041 -0.9801
Cl1 -1.4248 -1.8961 0.8706
S1 1.8911 -1.9278 -1.1706
C7 3.1421 -1.5143 -0.1333
N1 4.1173 -0.6631 -0.6268
C8 5.2377 -0.3310 0.0830
C9 5.4180 -0.8247 1.3588
C10 4.4240 -1.6372 1.9195
C11 3.2962 -1.9780 1.1879
H13 3.9860 -0.2980 -1.5649
H14 5.9372 0.3264 -0.4370
H15 6.3197 -0.5714 1.9072
H16 4.5454 -2.0098 2.9396
H17 2.5048 -2.6089 1.5789

Charge distribution, Löwdin scheme, values in e: -0.09, -0.68, 0.11, 0.09, 0.09, 0.07, 0.92, 0.33, 0.72, -0.24, -0.25, 0.00, 0.08, 0.06, -0.25, 0.04, 0.07, 0.08, 0.06, 0.06, 0.06, -0.28, 0.12, -0.18, 0.85, -0.69, 0.08, 0.03, 0.02, 0.02, -0.01, 0.15, 0.16, 0.14, 0.14, 0.13

***

Computed, not measured: C11H17B2N7Ti as an isolated structure at a distorted geometry, with wB97M-V/def2-TZVPD.

Summary:
HOMO-LUMO gap (spin up / spin down) in Eh: 0.23128 / 0.23130
Charge: +2
HOMO level (spin up / spin down) in eV: -16.050 / -16.050

Positions of all 38 atoms, in Å:
H1 1.9206 -2.2918 -1.8446
N1 0.1796 -1.2830 -1.1011
B1 -2.1939 -0.4810 -0.6990
N2 -1.1815 -1.4908 -1.3073
C1 -1.3539 -2.5440 -2.1226
Ti1 0.6374 0.2056 0.1610
H2 -2.3444 -2.8333 -2.4256
C2 -0.0977 -3.0519 -2.4825
H3 0.0997 -3.8689 -3.1572
C3 0.8361 -2.2481 -1.8269
H4 -3.3108 -0.7398 -1.0370
C4 1.7641 2.4773 1.0186
H5 2.8307 2.2486 0.9448
H6 1.3994 2.2417 2.0266
H7 1.6123 3.5546 0.8572
N3 -1.7948 0.9505 -1.2085
N4 -2.0294 -0.5331 0.8497
N5 -0.5298 1.4661 -0.9600
N6 -0.8153 -0.2059 1.4622
C5 -2.4852 1.8328 -1.9460
C6 -2.9408 -0.8014 1.7934
H8 -3.5029 1.6054 -2.2494
H9 -3.9501 -1.0581 1.5032
C7 -1.6963 2.9593 -2.1676
C8 -2.3662 -0.6204 3.0541
C9 -0.4776 2.7101 -1.5249
C10 -1.0409 -0.2458 2.8131
H10 -1.9661 3.8471 -2.7092
H11 -2.8593 -0.7091 4.0039
H12 0.4059 3.3178 -1.4271
H13 -0.2599 0.0096 3.5113
H14 1.1922 1.9902 0.1759
B2 4.8587 -1.2405 1.5209
C11 3.5121 -0.7542 0.9609
N7 2.4609 -0.3924 0.5591
H15 5.7089 -1.0922 0.6469
H16 4.6952 -2.4127 1.8438
H17 5.0830 -0.5185 2.4898

Charge distribution, Löwdin scheme, values in e: 0.14, -0.08, -0.45, 0.00, 0.03, 1.27, 0.15, 0.03, 0.13, -0.03, 0.14, 0.00, 0.06, 0.07, 0.08, 0.00, 0.00, -0.10, -0.07, 0.02, 0.03, 0.16, 0.16, 0.02, 0.03, -0.04, -0.03, 0.13, 0.13, 0.13, 0.14, -0.05, -0.30, -0.10, 0.02, 0.06, 0.06, 0.07

***

Computed, not measured: C11H17BF4HfN5S as an isolated structure at a distorted geometry, with wB97M-V/def2-TZVPD.

Summary:
HOMO-LUMO gap in Eh: 0.29937
Charge: +3
HOMO level in eV: -18.890

Positions of all 40 atoms, in Å:
Hf1 0.4173 0.5410 0.6425
N1 2.3276 -0.0051 1.8499
C1 2.2153 0.3841 3.3043
C2 1.4445 1.6755 3.4139
N2 0.1127 1.5167 2.7030
H1 2.6857 -0.9571 1.7778
H2 3.0697 0.5564 1.4229
H3 3.1951 0.4963 3.7639
H4 1.6994 -0.4263 3.8207
H5 1.9685 2.5014 2.9359
H6 1.2931 1.9354 4.4593
H7 -0.3516 2.4268 2.6686
H8 -0.5050 0.9666 3.3059
C3 -2.7628 2.2457 -2.7098
N3 -2.0502 0.9426 -2.6089
C4 -1.7217 0.1340 -3.6833
C5 -1.1251 -0.9682 -3.1951
N4 -1.1272 -0.8433 -1.8065
C6 -1.6921 0.3520 -1.4749
S1 -1.9711 1.0110 0.1217
C7 -0.7427 -1.8940 -0.9218
C8 -0.9613 -3.2026 -1.2834
C9 -0.5684 -4.2122 -0.4168
C10 -0.0042 -3.8851 0.8100
C11 0.1548 -2.5575 1.1099
N5 -0.1732 -1.5584 0.2532
H9 -2.7706 2.5339 -3.7556
H10 -2.2285 2.9868 -2.1236
H11 -3.7790 2.1187 -2.3470
H12 -1.9317 0.4262 -4.6999
H13 -0.6854 -1.8106 -3.7013
H14 -1.4572 -3.4362 -2.2150
H15 -0.7255 -5.2485 -0.6899
H16 0.2891 -4.6397 1.5265
H17 0.5625 -2.2623 2.0697
F1 1.4233 0.4027 -0.9657
B1 1.6477 2.9650 -0.8947
F2 1.9590 2.5306 0.3846
F3 0.3545 2.8094 -1.1537
F4 2.5146 3.4486 -1.6975

Charge distribution, Löwdin scheme, values in e: 1.62, -0.05, -0.17, -0.18, -0.08, 0.12, 0.12, 0.15, 0.13, 0.13, 0.15, 0.13, 0.13, 0.05, -0.07, 0.05, 0.04, 0.00, -0.65, 0.74, -0.22, 0.07, 0.06, 0.02, -0.08, -0.06, 0.12, 0.09, 0.12, 0.16, 0.15, 0.14, 0.15, 0.14, 0.12, -0.33, -0.80, 0.15, 0.23, 0.40